# 1
The following is a quantum chemistry calculation of S2 as an isolated structure, from OMol25.

Summary:
* orbital gap: 5.4152 eV
* maximum force: 5.2 eV/Å
* relative energy (zero: lowest compared OMol25 entry of this formula, charge and spin): 99.8 kcal per mole
* LUMO: -4.517 eV

```
2
Properties=species:S:1:pos:R:3:nbo_charge:R:1
S 0.55 1.11 0.63 0.0000
S -0.55 -1.11 -0.63 0.0000
```

# 2
The following is a quantum chemistry calculation of an isolated ion of composition C6H10N5 and charge +1, from OMol25.

Summary:
* orbital gap (spin up / spin down): 6.7668 / 6.7713 eV
* net charge: +1
* maximum force: 4.3 eV/Å
* relative energy (zero: lowest compared OMol25 entry of this formula, charge and spin): 116.5 kcal per mole
* LUMO (spin up / spin down): -3.860 / -3.858 eV

```
21
Properties=species:S:1:pos:R:3:nbo_charge:R:1
C 0.83 2.21 -1.16 -0.0323
C 0.47 2.23 0.17 -0.0961
C 1.08 0.18 -0.28 0.2372
C -1.28 -1.52 0.82 0.6678
C 0.96 -1.28 -0.34 -0.2019
C 0.18 0.68 1.96 -0.5075
N 1.24 0.97 -1.41 -0.4902
N -2.16 -1.85 1.59 -0.5343
N 0.56 0.96 0.67 -0.2527
N -0.63 -1.51 -0.26 -0.2822
N -1.15 -1.57 -1.60 -0.5955
H 1.11 3.15 -1.61 0.2585
H -0.16 2.97 0.60 0.2429
H 1.33 -1.71 -1.20 0.2550
H 1.37 -1.76 0.54 0.2428
H 0.02 1.61 2.59 0.2254
H 0.75 -0.18 2.50 0.2087
H -2.68 -1.23 2.24 0.4522
H -1.64 -0.74 -1.79 0.3674
H -1.86 -2.26 -1.67 0.3821
H 1.66 0.65 -2.34 0.4527
```

# 3
The following is a quantum chemistry calculation of C12H33AsF6KN3O3 as an isolated structure, from OMol25.

Summary:
* multiplicity: 2
* orbital gap (spin up / spin down): 8.9446 / 3.1706 eV
* net charge: +1
* maximum force: 3.8 eV/Å
* expectation value of S²: 0.755
* relative energy (zero: lowest compared OMol25 entry of this formula, charge and spin): 53.8 kcal per mole
* LUMO (spin up / spin down): -3.409 / -9.164 eV

```
59
Properties=species:S:1:pos:R:3:nbo_charge:R:1
K 0.71 -0.99 -0.21 0.9475
As 3.79 -0.15 2.93 2.8032
F 2.76 0.13 4.36 -0.6191
F 5.23 0.38 3.83 -0.6042
F 4.90 -0.54 1.57 -0.6291
F 2.34 -0.51 1.96 -0.6830
F 3.47 1.53 2.40 -0.6418
F 3.96 -1.86 3.45 -0.6148
C 4.27 -3.35 -2.56 -0.6243
C 3.12 -2.38 -2.52 -0.0661
C 1.76 -2.83 -3.24 -0.0736
O 0.85 -1.71 -3.04 -0.6043
C -0.21 -1.70 -4.01 -0.2581
N 3.16 -1.82 -1.14 -0.8879
H 4.27 -4.05 -1.73 0.2158
H 5.23 -2.83 -2.45 0.2302
H 4.15 -3.91 -3.49 0.2092
H 3.34 -1.48 -3.09 0.1922
H 1.27 -3.62 -2.67 0.1746
H 1.86 -3.07 -4.30 0.2047
H 0.27 -1.25 -4.88 0.1882
H -0.88 -0.90 -3.69 0.1724
H -0.56 -2.71 -4.23 0.2008
H 3.02 -2.54 -0.45 0.3619
H 4.03 -1.32 -1.06 0.4023
C -2.04 2.34 -2.05 -0.6227
C -0.76 1.71 -1.36 -0.1102
C 0.54 2.56 -1.38 -0.0812
O 1.66 1.87 -0.83 -0.5514
C 2.86 2.69 -0.50 -0.2780
N -1.23 1.30 0.00 -0.3174
H -1.84 2.42 -3.12 0.2626
H -2.22 3.34 -1.68 0.2456
H -2.99 1.83 -1.87 0.2432
H -0.55 0.74 -1.81 0.2519
H 0.41 3.52 -0.88 0.2038
H 0.74 2.84 -2.42 0.2264
H 3.84 2.21 -0.50 0.2420
H 2.96 3.24 0.44 0.2303
H 2.97 3.39 -1.33 0.1762
H -0.61 1.77 0.64 0.4238
H -2.24 1.35 0.12 0.4347
C -4.60 1.85 1.80 -0.6330
C -5.06 0.54 2.42 -0.0716
C -3.92 -0.17 3.21 -0.0595
O -2.78 -0.41 2.43 -0.5951
C -1.66 -1.17 2.93 -0.2448
N -6.29 0.72 3.18 -0.7975
H -5.37 2.62 1.88 0.2501
H -4.34 1.76 0.74 0.1728
H -3.80 2.45 2.24 0.2082
H -5.20 -0.14 1.59 0.1857
H -4.23 -1.16 3.52 0.1728
H -3.65 0.48 4.05 0.1657
H -1.83 -2.24 2.91 0.1860
H -1.46 -0.89 3.96 0.2034
H -0.74 -0.93 2.40 0.1604
H -6.13 1.28 4.01 0.3585
H -6.51 -0.20 3.55 0.3615
```

# 4
The following is a quantum chemistry calculation of one molecule with the formula C7H6ClNO2, from OMol25.

Summary:
* orbital gap: 9.2251 eV
* maximum force: 3.0 eV/Å
* relative energy (zero: lowest compared OMol25 entry of this formula, charge and spin): 86.7 kcal per mole
* LUMO: -0.892 eV

```
17
Properties=species:S:1:pos:R:3:nbo_charge:R:1
O -1.10 2.54 -0.12 -0.3600
N 0.07 2.18 -0.12 0.5093
O 1.01 2.99 -0.26 -0.3908
C 0.39 0.79 0.00 0.0372
C 1.68 0.45 -0.38 -0.1764
C 1.97 -0.91 -0.55 -0.1987
C 0.96 -1.88 -0.28 -0.1709
C -0.29 -1.49 0.20 -0.1799
C -0.60 -0.14 0.34 -0.0377
C -2.01 0.16 0.71 -0.3506
Cl -3.09 0.04 -0.80 -0.0781
H 2.36 1.22 -0.66 0.2587
H 2.92 -1.23 -0.97 0.2256
H 1.29 -2.92 -0.37 0.2250
H -0.92 -2.23 0.63 0.2220
H -2.38 -0.63 1.40 0.2171
H -2.26 1.05 1.24 0.2482
```

# 5
The following is a quantum chemistry calculation of a 2-piece molecular cluster, CH2Cl3ISi overall, from OMol25.

Summary:
* orbital gap: 8.9965 eV
* maximum force: 4.1 eV/Å
* relative energy (zero: lowest compared OMol25 entry of this formula, charge and spin): 63.0 kcal per mole
* LUMO: -0.668 eV

```
8
Properties=species:S:1:pos:R:3:nbo_charge:R:1
C 0.54 0.19 -0.77 -1.1008
Si -0.59 -0.06 0.67 1.4353
Cl -0.42 -2.11 0.96 -0.3626
Cl -2.53 0.15 0.17 -0.3463
Cl -0.35 1.10 2.22 -0.3020
I 1.29 2.14 -1.16 0.2196
H 1.90 -0.97 -0.49 0.2136
H 0.16 -0.43 -1.60 0.2432
```

# 6
The following is a quantum chemistry calculation of a 2-piece molecular cluster, H5N2P overall, from OMol25.

Summary:
* orbital gap: 8.4789 eV
* maximum force: 2.8 eV/Å
* relative energy (zero: lowest compared OMol25 entry of this formula, charge and spin): 77.6 kcal per mole
* LUMO: 0.099 eV

```
8
Properties=species:S:1:pos:R:3:nbo_charge:R:1
N -1.35 0.45 -0.31 -0.6481
N -0.19 0.45 0.49 -0.7658
P 1.35 0.27 -0.16 0.6384
H -1.51 -0.48 -0.70 0.3439
H -1.20 1.07 -1.10 0.3527
H -0.41 0.09 1.41 0.3867
H 1.37 -1.91 -0.73 -0.2514
H 1.94 0.06 1.10 -0.0563
```